Molecular formula: C31H30Cl2F6N5ORbSb
Method: DFT, ωB97M-V/def2-TZVPD

Each line ends with the Mulliken spin population.
Cartesian coordinates (Å):
Rb  0.7500  0.9168  -0.1890  -0.001
C  -3.4000  -0.3529  -1.0156  -0.001
C  -2.4167  -1.1544  -1.8830  0.000
C  -1.6739  -0.2699  -2.9127  0.000
N  -0.2360  -0.4342  -2.8049  0.000
C  0.3925  -1.2339  -3.5851  0.000
C  -0.2343  -2.1104  -4.5678  0.000
C  0.2616  -2.5867  -5.7538  0.000
C  1.5159  -2.3972  -6.3586  0.000
C  2.6212  -1.8140  -5.7435  0.000
C  2.8077  -1.4007  -4.4350  0.000
C  1.8797  -1.3727  -3.3327  0.001
N  2.2200  -1.4009  -2.0835  0.001
C  3.6038  -1.6208  -1.7533  -0.002
C  3.7579  -1.7772  -0.2396  0.009
C  2.7154  -2.7096  0.3791  0.016
N  1.5463  -1.9644  0.8304  0.188
C  0.6834  -2.5024  1.5936  -0.051
C  0.7191  -3.8901  2.0385  0.332
C  0.2295  -4.4147  3.2041  -0.153
C  -0.3294  -3.7379  4.3048  0.415
C  -0.6602  -2.3649  4.4156  -0.150
C  -0.7499  -1.4414  3.4231  0.226
C  -0.4858  -1.6389  1.9952  -0.001
N  -1.1187  -1.0717  1.0524  0.101
C  -2.2702  -0.2171  1.3197  0.000
C  -2.7425  0.5174  0.0643  0.010
H  -4.1231  -1.0255  -0.5359  0.000
H  -3.9747  0.3098  -1.6702  0.000
H  -2.9519  -1.9595  -2.3963  0.000
H  -1.6694  -1.6239  -1.2456  0.000
H  -1.8880  0.7804  -2.7035  0.000
H  -2.0583  -0.4609  -3.9211  0.000
H  -1.2594  -2.3802  -4.3370  0.000
H  -0.4438  -3.1775  -6.3361  0.000
H  1.6397  -2.7569  -7.3749  0.000
H  3.4997  -1.7176  -6.3791  0.000
H  3.8070  -1.0630  -4.1827  0.000
H  4.2585  -0.8016  -2.0874  0.000
H  3.9843  -2.5272  -2.2575  0.000
H  3.6666  -0.8082  0.2572  0.000
H  4.7609  -2.1581  -0.0259  0.000
H  3.1582  -3.2549  1.2184  -0.021
H  2.4005  -3.4470  -0.3686  0.004
H  1.2187  -4.5754  1.3644  0.023
H  0.3627  -5.4834  3.3320  -0.007
H  -0.4989  -4.3368  5.1918  0.030
H  -0.9210  -2.0196  5.4095  -0.007
H  -1.0591  -0.4397  3.7035  0.038
H  -2.0420  0.5274  2.0933  -0.001
H  -3.0927  -0.8307  1.7036  0.004
H  -1.8990  1.0495  -0.3772  -0.001
H  -3.4506  1.2824  0.3857  0.001
Cl  2.3475  0.2976  5.3061  0.001
C  1.3840  1.6537  4.7534  -0.008
C  0.6996  2.4118  5.7023  0.001
C  -0.0780  3.4737  5.3299  -0.001
Cl  -0.9222  4.3945  6.5719  0.000
C  -0.2160  3.8197  3.9637  0.002
C  -1.0173  4.8839  3.4881  -0.001
C  -1.0975  5.1311  2.1484  0.000
C  -0.3754  4.3131  1.2591  0.000
N  0.3802  3.3191  1.6654  0.000
C  0.4800  3.0528  2.9935  -0.002
C  1.3486  1.9115  3.3575  0.008
O  1.9680  1.2475  2.4984  0.000
H  0.7873  2.1516  6.7493  0.000
H  -1.5657  5.4877  4.1997  0.000
H  -1.7111  5.9321  1.7555  0.000
H  -0.4248  4.4946  0.1937  0.000
F  -0.3287  3.1034  -2.2081  0.000
Sb  -1.8281  4.1928  -2.6369  0.000
F  -1.0020  5.6579  -1.7657  0.000
F  -1.0092  4.6830  -4.2642  0.000
F  -3.3180  5.2910  -3.0288  0.000
F  -2.6984  2.7411  -3.4671  0.000
F  -2.6142  3.6977  -0.9880  0.000

Cartesian forces, eV/Å:
0.437 -0.157 -0.315
0.077 -0.035 0.013
-0.006 0.111 0.002
0.050 0.009 0.122
0.043 0.025 0.110
0.022 -0.099 0.033
0.096 -0.012 -0.052
-0.017 0.068 0.105
0.100 0.049 0.020
-0.143 -0.011 0.056
-0.112 -0.073 0.029
-0.068 -0.068 -0.115
0.010 0.317 0.032
-0.054 -0.078 0.004
-0.067 -0.009 -0.041
-0.040 0.053 0.002
0.132 0.139 -0.061
-0.073 -0.016 0.091
-0.041 0.000 0.026
-0.032 0.142 0.082
0.017 0.082 -0.095
0.029 -0.174 -0.061
-0.014 0.038 -0.065
0.177 -0.049 0.194
-0.263 0.015 -0.092
0.046 0.078 -0.114
0.016 -0.232 -0.037
0.025 -0.006 0.009
-0.042 -0.030 0.003
-0.022 0.023 -0.011
0.003 -0.061 0.016
0.003 -0.089 -0.002
0.018 0.018 -0.049
0.026 -0.007 -0.012
-0.023 -0.002 0.005
-0.006 0.015 0.024
0.034 -0.003 0.024
0.016 -0.046 -0.044
0.003 0.033 -0.019
0.006 -0.002 0.002
0.021 0.002 0.009
0.026 0.012 0.040
0.009 -0.014 0.065
-0.033 -0.015 -0.007
-0.008 0.000 -0.015
0.003 -0.030 0.032
0.004 -0.012 0.012
-0.002 -0.027 0.028
0.019 -0.015 -0.022
0.036 0.006 0.030
-0.007 -0.061 0.080
-0.144 0.160 -0.038
0.019 0.093 -0.026
-0.053 0.071 -0.004
-0.065 0.025 0.026
0.060 -0.083 -0.008
-0.036 0.037 -0.007
0.037 -0.034 -0.066
0.009 0.000 -0.053
-0.005 -0.013 0.027
-0.026 0.016 -0.024
0.110 -0.044 0.124
-0.070 -0.018 0.132
-0.025 0.003 -0.086
0.012 -0.059 -0.063
-0.133 -0.044 -0.053
0.009 -0.013 0.004
0.004 0.002 0.001
0.015 -0.023 0.005
-0.014 -0.008 -0.005
-0.050 -0.031 0.098
0.035 0.021 -0.052
0.093 0.110 0.054
0.020 0.033 -0.073
-0.088 0.093 -0.028
-0.059 -0.049 -0.106
-0.086 -0.051 0.151

Calculated values
**ΔE to the lowest compared entry with this formula, charge and spin**: 0.065 eV
**Frontier orbital gap (spin up / spin down)**: 5.016 / 3.684 eV
**F_max**: 0.561 eV Å⁻¹
**2S+1**: 2
**⟨S²⟩**: 0.82
**Net charge**: -2

Molecular formula: C31H30Cl2N3O3Pt
Method: DFT, ωB97M-V/def2-TZVPD

Each line ends with the natural charge from an NBO analysis.
Cartesian coordinates (Å):
Pt  -1.1901  0.0211  -0.1858  0.940
O  1.7855  -0.1762  -0.7984  -0.655
C  2.5370  0.9399  -0.7988  0.301
C  1.2557  2.3467  -0.9609  0.877
O  1.8101  3.4084  -0.9576  -0.514
O  0.1160  1.9039  -1.0092  -0.670
C  3.2702  1.1273  0.5203  -0.028
C  3.7770  -0.0504  1.0877  -0.246
C  4.4788  -0.0173  2.2804  -0.194
C  4.6750  1.1876  2.9400  -0.192
C  4.1909  2.3585  2.3788  -0.198
C  3.4988  2.3343  1.1756  -0.217
C  3.3613  1.0166  -2.0539  -0.130
C  3.5633  -0.1689  -2.7695  -0.174
C  4.4115  -0.1892  -3.8624  -0.208
C  5.0418  0.9746  -4.2804  -0.173
C  4.8240  2.1596  -3.5916  -0.222
C  3.9966  2.1837  -2.4826  -0.123
H  1.5585  -0.4179  0.1139  0.522
H  3.6554  -0.9949  0.5685  0.225
H  4.8908  -0.9335  2.6834  0.226
H  5.2100  1.2130  3.8803  0.227
H  4.3521  3.3056  2.8766  0.227
H  3.1273  3.2579  0.7633  0.245
H  3.0665  -1.0746  -2.4521  0.230
H  4.5858  -1.1194  -4.3875  0.224
H  5.6968  0.9591  -5.1418  0.224
H  5.2933  3.0753  -3.9265  0.225
H  3.8274  3.1133  -1.9621  0.229
C  -3.9611  3.3589  -0.9923  -0.246
C  -2.7988  2.5876  -0.9137  0.102
N  -2.8306  1.2699  -0.8087  -0.490
C  -4.0315  0.6383  -0.8033  0.150
C  -5.2421  1.3378  -0.8454  -0.078
C  -5.1819  2.7390  -0.9403  -0.094
C  -6.4773  0.6088  -0.7960  -0.174
C  -6.4859  -0.7387  -0.7581  -0.159
C  -5.2594  -1.4831  -0.7588  -0.098
C  -5.2146  -2.8886  -0.7600  -0.103
C  -4.0001  -3.5219  -0.7835  -0.244
C  -2.8313  -2.7529  -0.7901  0.084
N  -2.8485  -1.4360  -0.7820  -0.485
C  -4.0392  -0.7976  -0.7675  0.230
H  -3.8807  4.4319  -1.0904  0.244
H  -1.8186  3.0410  -0.9444  0.241
H  -6.1030  3.3076  -0.9813  0.234
H  -7.4022  1.1719  -0.7923  0.233
H  -7.4189  -1.2879  -0.7303  0.231
H  -6.1412  -3.4497  -0.7442  0.233
H  -3.9300  -4.6003  -0.8149  0.242
H  -1.8564  -3.2189  -0.8248  0.222
Cl  -0.2237  -5.3727  -2.2774  -0.018
C  0.6514  -5.0092  -0.7825  -0.391
Cl  0.8320  -3.2612  -0.5429  -0.030
H  1.6354  -5.4536  -0.8488  0.232
H  0.0900  -5.4124  0.0497  0.223
C  0.7289  -1.3986  3.4014  -0.608
C  -0.2567  -0.4693  2.6810  0.002
C  -1.6920  -0.7449  3.1690  -0.604
C  0.1121  1.0001  2.9648  -0.608
N  -0.1851  -0.6984  1.2707  -0.413
H  0.6693  -1.2356  4.4777  0.222
H  1.7505  -1.1978  3.0713  0.217
H  0.4934  -2.4427  3.1867  0.216
H  -1.7699  -0.5394  4.2371  0.225
H  -1.9586  -1.7875  2.9840  0.214
H  -2.3924  -0.1058  2.6295  0.212
H  -0.0032  1.2085  4.0289  0.226
H  -0.5432  1.6638  2.3979  0.214
H  1.1478  1.1955  2.6766  0.219

Cartesian forces, eV/Å:
-0.102 0.178 0.006
0.168 0.006 -0.144
0.650 -0.421 0.028
-1.062 0.866 0.116
0.158 -0.499 -0.091
0.823 -0.200 0.033
-0.096 0.080 0.044
-0.021 0.009 -0.093
0.021 0.002 0.011
0.007 -0.006 0.002
-0.006 -0.018 -0.018
-0.024 0.001 -0.071
-0.118 0.123 -0.104
-0.089 0.015 0.052
0.041 0.024 -0.055
-0.026 -0.032 0.013
-0.005 0.027 -0.016
-0.011 -0.042 0.122
-0.297 -0.046 0.121
0.011 0.026 0.021
-0.048 -0.002 0.019
0.015 0.005 -0.024
-0.017 -0.005 0.002
0.000 0.027 -0.025
0.038 -0.004 -0.004
-0.034 0.015 -0.006
-0.009 0.001 0.012
0.020 -0.016 0.034
0.028 0.026 0.038
-0.091 0.043 -0.039
0.065 -0.013 -0.030
-0.031 -0.142 -0.019
-0.037 0.124 -0.010
0.074 -0.077 0.017
-0.012 -0.029 0.010
-0.036 0.047 -0.035
-0.045 -0.034 0.032
0.054 0.078 -0.023
-0.002 0.030 0.040
-0.085 -0.063 -0.085
0.100 -0.022 -0.095
0.013 0.039 0.378
-0.110 -0.116 -0.087
0.026 -0.009 0.024
0.024 -0.010 0.056
0.032 0.017 0.002
0.003 -0.033 -0.032
0.011 0.030 0.003
0.033 -0.010 -0.023
0.026 0.020 0.036
0.024 0.001 0.060
-0.020 0.007 0.063
-0.002 -0.010 -0.142
0.039 -0.072 0.030
0.048 0.010 0.007
-0.012 -0.007 0.049
0.011 -0.037 -0.194
0.064 0.055 0.480
0.112 -0.051 -0.256
0.026 -0.123 -0.208
-0.274 0.125 -0.236
0.017 -0.017 -0.005
-0.024 -0.001 0.043
0.009 0.023 0.044
0.021 -0.025 -0.020
-0.020 0.031 0.043
-0.042 0.021 0.046
0.016 -0.005 -0.010
0.001 0.045 0.043
-0.019 0.026 0.020

Calculated values
**ΔE to the lowest compared entry with this formula, charge and spin**: 1.214 eV
**Frontier orbital gap (spin up / spin down)**: 7.552 / 6.519 eV
**F_max**: 1.375 eV Å⁻¹
**2S+1**: 5
**⟨S²⟩**: 6.02
**Net charge**: +1

Molecular formula: C31H30Cl2N5O3Pd
Method: DFT, ωB97M-V/def2-TZVPD

Each line ends with the Löwdin charge.
Cartesian coordinates (Å):
Pd  0.0503  -0.1019  0.2299  0.998
C  -0.7830  -4.0844  -1.1031  -0.018
C  -0.5304  -2.7151  -1.0167  -0.090
N  -0.4646  -2.0694  0.1354  -0.022
C  -0.6622  -2.7439  1.2959  -0.111
C  -0.8894  -4.1304  1.2949  -0.129
C  -0.9488  -4.7941  0.0585  0.023
C  -1.0571  -4.8237  2.5373  -0.006
C  -1.0189  -4.1592  3.7096  -0.002
C  -0.8323  -2.7405  3.7465  -0.133
C  -0.8372  -2.0131  4.9519  0.014
C  -0.6928  -0.6524  4.9203  -0.016
C  -0.5459  -0.0173  3.6796  -0.088
N  -0.5259  -0.6729  2.5403  0.094
C  -0.6604  -2.0199  2.5529  -0.132
H  -0.8335  -4.5577  -2.0723  0.119
H  -0.3584  -2.1222  -1.9056  0.118
H  -1.1293  -5.8611  0.0355  0.130
H  -1.2146  -5.8938  2.5090  0.124
H  -1.1419  -4.6866  4.6469  0.125
H  -0.9617  -2.5374  5.8911  0.127
H  -0.7019  -0.0622  5.8255  0.117
H  -0.4527  1.0631  3.6113  0.117
C  4.9971  -0.0162  -1.8450  -0.037
N  3.6512  -0.3334  -1.3811  -0.097
C  2.8153  -1.1228  -2.2864  -0.035
C  3.1265  -0.1312  -0.1452  -0.443
O  2.0342  -0.7308  0.0963  -0.131
N  3.6712  0.6271  0.8248  -0.090
C  3.0819  0.5553  2.1622  -0.027
C  4.9008  1.4101  0.8344  -0.028
H  5.1486  -0.5131  -2.7974  0.087
H  5.7605  -0.3864  -1.1603  0.100
H  5.1319  1.0509  -2.0151  0.089
H  3.2451  -1.0825  -3.2823  0.089
H  1.8086  -0.7086  -2.3333  0.074
H  2.7494  -2.1641  -1.9656  0.097
H  2.0442  0.2598  2.1125  0.046
H  3.1321  1.5439  2.6152  0.100
H  3.6418  -0.1485  2.7835  0.105
H  5.3113  1.5815  -0.1450  0.058
H  5.6529  0.9188  1.4570  0.104
H  4.6764  2.3820  1.2727  0.099
Cl  -5.0426  0.6383  2.2057  0.707
C  -4.2960  2.1588  2.6242  -0.595
C  -3.9354  2.3805  3.9385  -0.115
C  -3.3077  3.5675  4.2786  -0.080
C  -3.0669  4.5222  3.3069  -0.108
C  -3.4609  4.2967  2.0009  -0.581
Cl  -3.1974  5.5463  0.8350  0.769
C  -4.0757  3.0970  1.6055  -0.327
N  -4.4896  2.8616  0.3009  0.059
C  -3.6234  3.0070  -0.8219  -0.242
C  -4.0769  3.7373  -1.9167  -0.030
C  -3.2860  3.8923  -3.0406  -0.066
C  -2.0172  3.3311  -3.0771  -0.069
C  -1.5601  2.5967  -1.9977  -0.033
C  -2.3581  2.4122  -0.8744  -0.152
C  -1.8531  1.5504  0.2565  -0.063
C  -0.6562  2.1827  0.9918  -0.622
O  -0.7865  2.9678  1.8950  0.112
O  0.5010  1.7667  0.5295  -0.138
H  -4.1515  1.6231  4.6793  0.103
H  -3.0134  3.7523  5.3023  0.108
H  -2.5847  5.4582  3.5491  0.112
H  -5.1611  2.1164  0.2129  0.101
H  -5.0504  4.2040  -1.8504  0.121
H  -3.6530  4.4636  -3.8826  0.109
H  -1.3866  3.4628  -3.9464  0.107
H  -0.5701  2.1535  -2.0227  0.109
H  -1.6421  0.5520  -0.2629  0.098
H  -2.6371  1.3023  0.9647  0.085

Cartesian forces, eV/Å:
0.168 0.029 0.019
0.001 0.017 0.066
0.102 0.021 -0.028
-0.064 -0.056 -0.161
-0.051 0.063 0.203
0.022 0.138 -0.025
0.020 0.076 -0.046
-0.002 -0.011 0.098
-0.007 -0.132 -0.029
0.013 0.162 -0.145
0.019 0.051 -0.026
-0.029 -0.053 0.055
-0.008 0.167 -0.073
-0.052 -0.273 -0.177
-0.049 -0.084 0.163
0.007 -0.002 -0.005
-0.024 -0.007 -0.012
-0.004 -0.009 0.008
-0.004 -0.004 0.009
-0.008 -0.005 -0.002
-0.007 -0.015 -0.003
0.005 0.001 0.000
0.003 -0.014 0.012
0.075 0.030 0.109
-0.095 0.024 0.070
-0.067 0.049 -0.011
-0.025 0.236 -0.150
0.032 -0.427 -0.077
0.057 -0.079 0.123
-0.014 0.059 -0.002
-0.005 -0.005 -0.015
0.009 -0.055 0.013
-0.024 0.074 0.029
0.023 -0.005 -0.029
0.032 0.019 0.004
0.003 -0.013 -0.004
-0.008 0.017 -0.005
-0.010 -0.046 0.028
0.012 0.005 -0.018
-0.015 -0.004 0.005
-0.018 -0.002 -0.112
0.008 0.016 -0.027
0.008 0.000 0.000
-0.011 -0.058 0.004
-0.016 0.116 -0.129
0.021 0.015 0.049
0.016 -0.019 0.040
-0.089 -0.022 -0.077
-0.146 -0.158 -0.042
0.025 0.035 0.009
0.083 0.212 0.393
-0.029 0.039 -0.077
0.152 -0.064 -0.173
0.050 -0.048 0.056
-0.054 0.003 -0.002
0.066 -0.008 -0.035
-0.034 0.077 -0.062
-0.100 0.155 0.030
-0.134 -0.256 0.150
-0.091 0.268 0.124
-0.094 -0.009 -0.147
0.308 -0.275 -0.098
0.012 0.007 0.014
-0.012 -0.001 0.013
0.006 -0.001 0.011
-0.049 -0.041 -0.011
-0.016 -0.006 -0.008
0.003 0.007 0.003
-0.007 0.007 0.000
-0.006 -0.017 0.009
0.028 0.063 0.069
0.088 0.025 0.051

Calculated values
**ΔE to the lowest compared entry with this formula, charge and spin**: 2.300 eV
**Frontier orbital gap**: 6.515 eV
**F_max**: 0.454 eV Å⁻¹
**Net charge**: +1